A structure of composition C2H3ClFP in a non-equilibrium geometry, computed with ωB97M-V/def2-TZVPD.

HOMO-LUMO gap (spin up / spin down) in eV: 7.769 / 7.770
DFT total energy in eV: -26649.98888
HOMO level (spin up / spin down) in eV: -8.0 / -8.0
Charge: 0
Energy relative to the best compared isomer or geometry (same formula, charge and spin) in kJ/mol: 121.71
E_LUMO (spin up / spin down) in eV: -0.2152 / -0.2140

XYZ file:
```
8
Properties=species:S:1:pos:R:3:forces:R:3
C 0.1053 -0.5164 0.5285 -0.35 -0.02 -0.19
C -0.8126 0.0710 -0.4756 2.70 1.35 1.36
F 2.1351 0.5941 -0.6799 -0.17 0.30 0.44
P 1.1245 1.0867 0.5191 -1.77 -1.41 -1.66
Cl -2.3277 0.7087 -0.0393 -0.34 0.01 0.10
H -0.3638 -0.7059 1.4886 0.00 -0.09 0.02
H 0.6943 -1.3612 0.1766 0.00 0.04 0.09
H -0.5551 0.1231 -1.5180 -0.08 -0.18 -0.15
```
Forces are in eV/Å.

From a Mulliken analysis of the wavefunction, the atomic charges in e read: -0.532, -0.302, -0.286, 0.240, -0.132, 0.361, 0.277, 0.374

---

A structure of composition C2H3ClN2O in a non-equilibrium geometry, computed with ωB97M-V/def2-TZVPD.

HOMO-LUMO gap in eV: 9.496
DFT total energy in eV: -19668.08374
HOMO level in eV: -8.8
Charge: 0
Energy relative to the best compared isomer or geometry (same formula, charge and spin) in kJ/mol: 432.89
E_LUMO in eV: 0.6856

XYZ file:
```
9
Properties=species:S:1:pos:R:3:forces:R:3
C -0.5184 -0.7122 -0.9089 6.36 0.21 -2.25
C 1.1271 -0.0421 0.1007 -3.70 -3.34 -1.09
N -1.0391 -0.1413 0.0748 -4.73 3.16 4.81
N 0.0427 0.2966 0.9806 -1.83 -1.02 -0.09
O -0.6659 -1.1894 -1.9659 -1.08 -0.77 -0.38
Cl -0.1744 1.9346 1.3805 0.01 0.88 -0.08
H 1.6341 -0.8707 0.4889 1.05 -0.95 0.62
H 1.6982 0.6330 -0.3902 1.33 2.49 -1.31
H -2.1042 0.0913 0.2396 2.59 -0.65 -0.22
```
Forces are in eV/Å.

Mulliken population analysis, charges in e, atoms 1 to 8: 0.302, -0.620, 0.007, -0.110, -0.405, -0.097, 0.264, 0.348

---

A cluster of 2 separate species, C2H3ClN2O in total in a non-equilibrium geometry, computed with ωB97M-V/def2-TZVPD.

HOMO-LUMO gap (spin up / spin down) in eV: 7.113 / 7.106
DFT total energy in eV: -19665.92976
HOMO level (spin up / spin down) in eV: -7.8 / -7.8
Charge: 0
Energy relative to the best compared isomer or geometry (same formula, charge and spin) in kJ/mol: 640.71
E_LUMO (spin up / spin down) in eV: -0.7347 / -0.7400

XYZ file:
```
9
Properties=species:S:1:pos:R:3:forces:R:3
C -0.3996 -0.6126 -1.3550 -1.21 -1.60 -3.65
C -0.2198 0.2814 0.8399 -2.61 2.14 4.51
N -0.3411 -0.2104 -0.2834 0.48 0.17 -1.02
N 1.5251 -1.7926 1.8830 -0.22 3.30 -1.73
O 1.4762 -0.7774 1.2229 2.00 -4.00 2.35
Cl 0.8428 -3.2191 0.9222 -0.11 -0.32 -0.18
H -0.3658 -1.5271 -1.9179 0.63 0.05 0.02
H 0.3284 1.1442 1.1182 0.92 0.39 -0.40
H -1.1093 0.1621 1.4594 0.12 -0.13 0.09
```
Forces are in eV/Å.

Mulliken population analysis, charges in e, atoms 1 to 8: -0.183, -0.495, 0.094, 0.160, -0.182, -0.212, 0.299, 0.239

---

The molecule C2H3ClNOP in a non-equilibrium geometry, computed with ωB97M-V/def2-TZVPD.

Structure (SMILES): C[P@](=O)(Cl)C#N
HOMO-LUMO gap in eV: 10.829
DFT total energy in eV: -27470.56006
HOMO level in eV: -10.5
Charge: 0
Energy relative to the best compared isomer or geometry (same formula, charge and spin) in kJ/mol: 159.74
E_LUMO in eV: 0.2815

XYZ file:
```
9
Properties=species:S:1:pos:R:3:forces:R:3
C 2.4607 1.5324 0.4594 -1.23 -2.26 -1.50
C 0.1153 -0.1755 -0.0397 0.67 0.02 -4.11
N 2.9743 2.3994 0.9884 0.51 1.11 0.68
O 2.3014 0.0144 -2.1184 -2.75 0.45 7.66
P 1.8006 0.0429 -0.4538 4.48 0.88 -7.22
Cl 2.7989 -1.3896 0.4974 0.02 -0.24 0.33
H -0.3566 0.7181 -0.3599 -0.72 0.95 -0.37
H -0.1583 -0.9685 -0.7746 -0.28 0.11 1.19
H 0.0504 -0.2495 0.9620 -0.70 -1.04 3.34
```
Forces are in eV/Å.

Mulliken population analysis, charges in e, atoms 1 to 8: 0.138, -0.881, -0.284, -0.598, 0.782, -0.184, 0.336, 0.297